(1)
{"formula": "C46H46CsO2S2Sb3Se4", "method": "ωB97M-V/def2-TZVPD", "species": ["Cs", "C", "C", "C", "C", "C", "C", "C", "S", "O", "C", "C", "C", "C", "C", "C", "C", "C", "C", "C", "C", "C", "C", "C", "C", "C", "C", "C", "C", "C", "S", "O", "C", "C", "C", "C", "C", "C", "C", "H", "H", "H", "H", "H", "H", "H", "H", "H", "H", "H", "H", "H", "H", "H", "H", "H", "H", "H", "H", "H", "H", "H", "H", "H", "H", "C", "Sb", "C", "C", "C", "C", "C", "C", "C", "C", "C", "Sb", "C", "C", "H", "H", "H", "H", "H", "H", "H", "H", "H", "H", "H", "H", "H", "H", "H", "H", "H", "H", "H", "H", "Se", "Sb", "Se", "Se", "Se"], "xyz": [[-0.3442, -1.1549, -1.7408], [5.8363, 4.9957, -0.0472], [4.5850, 4.1603, -0.0869], [4.2099, 3.5120, -1.2623], [3.0827, 2.7110, -1.3055], [2.3039, 2.5621, -0.1693], [2.6629, 3.1923, 1.0121], [3.7972, 3.9865, 1.0468], [0.9102, 1.4220, -0.2019], [1.1306, 0.6443, -1.4621], [-0.3281, 2.7007, -0.4577], [-0.1465, 3.6987, -1.4306], [-1.0205, 4.7401, -1.5124], [-2.0957, 4.8531, -0.5986], [-2.9582, 5.9698, -0.6005], [-3.9848, 6.0626, 0.3016], [-4.2018, 5.0317, 1.2323], [-3.3911, 3.9300, 1.2509], [-2.3100, 3.8160, 0.3467], [-1.4263, 2.7039, 0.3750], [-1.6640, 1.5841, 1.3284], [-1.1143, 1.6852, 2.6431], [-0.4037, 2.8345, 3.0707], [0.1336, 2.9040, 4.3274], [-0.0095, 1.8245, 5.2205], [-0.6977, 0.7067, 4.8394], [-1.2736, 0.6061, 3.5516], [-2.0036, -0.5372, 3.1474], [-2.5506, -0.6026, 1.9022], [-2.3865, 0.4630, 0.9873], [-3.0344, 0.1446, -0.6824], [-2.4160, 1.1440, -1.5923], [-4.7364, 0.6213, -0.3434], [-5.2097, 1.8656, -0.7213], [-6.5514, 2.1596, -0.5337], [-7.4253, 1.2075, -0.0138], [-8.8970, 1.5024, 0.1150], [-6.9313, -0.0512, 0.3205], [-5.5912, -0.3528, 0.1548], [6.0171, 5.4626, -1.0150], [6.7012, 4.3713, 0.1890], [5.7666, 5.7746, 0.7116], [4.8242, 3.6208, -2.1489], [2.8131, 2.1701, -2.2043], [2.0575, 3.0452, 1.8999], [4.0852, 4.4634, 1.9769], [0.6887, 3.6324, -2.1151], [-0.8904, 5.5051, -2.2688], [-2.7929, 6.7586, -1.3254], [-4.6336, 6.9295, 0.2948], [-5.0262, 5.1057, 1.9299], [-3.5843, 3.1287, 1.9529], [-0.3023, 3.6732, 2.3923], [0.6658, 3.7936, 4.6431], [0.4224, 1.8912, 6.2115], [-0.8133, -0.1249, 5.5246], [-2.1135, -1.3673, 3.8343], [-3.0795, -1.4952, 1.5778], [-4.5324, 2.5790, -1.1745], [-6.9270, 3.1390, -0.8131], [-9.0788, 2.5718, 0.2314], [-9.3284, 0.9748, 0.9654], [-9.4205, 1.1654, -0.7831], [-7.6024, -0.8270, 0.6696], [-5.2335, -1.3588, 0.3595], [4.2249, -1.1320, -2.4975], [3.1508, -1.6656, -0.6987], [4.2153, -0.2152, 0.5165], [4.6550, -3.1578, -0.0997], [4.7193, -4.4298, -0.8780], [5.7032, -4.5772, -1.8559], [5.8585, -5.7546, -2.5705], [5.0154, -6.8239, -2.3005], [4.0237, -6.6895, -1.3444], [3.8394, -5.5027, -0.6243], [2.7070, -5.3796, 0.3051], [0.8338, -4.6239, -0.7106], [0.0044, -6.5892, -0.9941], [1.6432, -4.5722, -2.7273], [5.2533, -0.8633, -2.2541], [3.7281, -0.2854, -2.9727], [4.2228, -1.9801, -3.1823], [5.2887, -0.4038, 0.4844], [3.8730, -0.2631, 1.5513], [4.0225, 0.7809, 0.1338], [4.4486, -3.3437, 0.9565], [5.6081, -2.6314, -0.1693], [6.3728, -3.7443, -2.0489], [6.6354, -5.8387, -3.3210], [5.1303, -7.7582, -2.8371], [3.3583, -7.5223, -1.1433], [2.8875, -4.6701, 1.1107], [2.4174, -6.3386, 0.7335], [0.5800, -7.1297, -1.7477], [-1.0294, -6.4799, -1.3357], [-0.0045, -7.1360, -0.0519], [2.3796, -5.3642, -2.8581], [2.1206, -3.6104, -2.9342], [0.8201, -4.7226, -3.4266], [-3.9414, -5.7886, 1.7804], [-4.2777, -4.7712, -0.4374], [-2.3393, -3.0368, -0.6920], [-4.0145, -6.3632, -2.2956], [-6.3658, -3.4519, -0.4902]], "lowdin_charge": [0.928, -0.055, -0.272, -0.030, -0.089, -0.386, -0.056, -0.033, 0.990, -0.989, -0.297, -0.042, -0.009, -0.149, -0.039, -0.082, -0.072, -0.005, -0.103, -0.155, -0.168, -0.113, -0.041, -0.094, -0.094, -0.031, -0.147, 0.011, -0.061, -0.275, 0.835, -0.563, -0.341, -0.082, -0.058, -0.276, -0.062, -0.054, -0.128, 0.074, 0.083, 0.074, 0.115, 0.110, 0.101, 0.113, 0.113, 0.113, 0.107, 0.098, 0.104, 0.130, 0.114, 0.097, 0.095, 0.114, 0.127, 0.062, 0.102, 0.102, 0.065, 0.073, 0.081, 0.095, -0.010, -0.314, 1.317, -0.311, -0.334, -0.287, -0.075, -0.118, -0.111, -0.073, -0.316, -0.325, 1.210, -0.313, -0.326, 0.002, -0.014, -0.004, 0.002, 0.008, -0.034, 0.053, 0.047, 0.101, 0.087, 0.093, 0.112, 0.026, 0.053, -0.002, -0.046, 0.004, -0.008, -0.039, 0.011, -0.443, -0.401, -0.387, -0.381, -0.228], "charge": -2, "lumo_energy_ev": 2.68, "e_homo_ev": -0.51}



(2)
{"formula": "C4H9NO", "method": "ωB97M-V/def2-TZVPD", "species": ["C", "C", "C", "C", "H", "H", "H", "H", "H", "H", "H", "H", "H", "N", "O"], "xyz": [[-2.4823, 0.1524, -0.0575], [-0.0694, -0.3068, 0.1361], [1.1295, 0.5576, -0.0311], [2.3729, -0.4546, -0.1082], [-3.0502, -0.6854, 0.8727], [-2.8953, -0.4532, -1.3043], [-2.9538, 1.2848, -0.0037], [-0.6224, 1.4604, 0.0902], [-0.0955, -1.1772, -0.5681], [0.3242, -0.5659, 1.3699], [3.1101, 0.1891, 0.1500], [2.7699, -0.9418, -0.9764], [2.2507, -1.4650, 0.4996], [-1.0484, 0.5911, -0.0623], [1.2600, 1.8145, -0.0070]], "lowdin_charge": [-0.168, -0.284, -0.378, -0.034, 0.135, 0.142, 0.089, 0.074, 0.146, 0.205, 0.022, 0.059, 0.121, -0.177, 0.047], "charge": 0, "lumo_energy_ev": 0.69, "e_homo_ev": -8.63}



(3)
{"formula": "C5H10O2", "method": "ωB97M-V/def2-TZVPD", "species": ["O", "C", "C", "C", "C", "O", "C", "H", "H", "H", "H", "H", "H", "H", "H", "H", "H"], "xyz": [[-1.2419, 0.5748, 2.1712], [-0.2184, 1.0452, 1.3150], [0.2694, -0.1249, 0.4854], [-0.8037, -0.7263, -0.4386], [-0.0189, -1.1199, -1.7090], [1.3435, -0.7882, -1.4781], [1.3698, 0.2388, -0.5120], [-1.5718, 1.3216, 2.6843], [-0.5939, 1.8345, 0.6409], [0.6195, 1.4715, 1.8916], [0.6487, -0.8974, 1.1644], [-1.3095, -1.5769, 0.0236], [-1.5712, 0.0233, -0.6642], [-0.3938, -0.5767, -2.5885], [-0.0632, -2.1899, -1.9335], [1.1625, 1.2207, -0.9751], [2.3729, 0.2699, -0.0774]], "lowdin_charge": [-0.057, -0.255, -0.290, -0.113, -0.188, -0.132, -0.185, 0.089, 0.126, 0.126, 0.152, 0.115, 0.116, 0.116, 0.118, 0.131, 0.130], "charge": 0, "smiles": "OC[C@H]1CCOC1", "lumo_energy_ev": 0.88, "e_homo_ev": -9.69}



(4)
{"formula": "C4H6F3N", "method": "ωB97M-V/def2-TZVPD", "species": ["C", "C", "C", "C", "N", "F", "F", "F", "H", "H", "H", "H", "H", "H"], "xyz": [[1.3319, 0.8471, 0.0569], [0.0715, -1.1548, 0.6216], [-0.8493, 0.9687, -0.6384], [-1.1883, -0.3366, -0.0548], [1.2983, -0.5051, 0.1969], [-1.4850, 2.1688, -0.2641], [-2.2252, -0.1883, 0.8740], [-1.6028, -1.2509, -0.9387], [2.0339, 1.3070, -0.7077], [1.2136, 1.4158, 1.0084], [-0.0376, -1.2273, 1.6753], [0.0788, -2.1414, 0.2153], [-0.4652, 1.0712, -1.5824], [1.8255, -0.9742, -0.4620]], "lowdin_charge": [-0.025, -0.048, -0.045, -0.469, -0.100, -0.034, 0.053, 0.076, 0.109, 0.094, 0.107, 0.108, 0.080, 0.092], "charge": 0, "lumo_energy_ev": 0.79, "e_homo_ev": -8.06}



(5)
{"formula": "C23H29F5NO2P2SYb", "method": "ωB97M-V/def2-TZVPD", "species": ["C", "C", "N", "C", "C", "C", "C", "P", "Yb", "P", "C", "C", "C", "C", "C", "C", "C", "O", "O", "H", "H", "H", "C", "C", "H", "H", "H", "H", "C", "C", "H", "H", "H", "H", "H", "H", "H", "H", "H", "H", "H", "H", "H", "H", "H", "H", "H", "H", "H", "H", "H", "H", "F", "C", "C", "F", "C", "F", "C", "S", "C", "F", "C", "F"], "xyz": [[3.9174, 1.8803, -0.5623], [2.7566, 1.4403, 0.1479], [1.8972, 0.5674, -0.5169], [2.3250, -0.1014, -1.6048], [3.6062, 0.1076, -2.1336], [4.4043, 1.1425, -1.6295], [2.4668, 1.8465, 1.4814], [0.8707, 1.6409, 2.2823], [-0.0599, -0.3519, 0.4885], [-0.3156, -0.8856, -2.1867], [1.4571, -1.2710, -2.1123], [-2.6013, 1.0101, 0.3399], [-2.6648, 0.5509, 1.6518], [-3.9154, 0.1688, 2.1625], [-5.0686, 0.3719, 1.3929], [-4.9989, 0.9312, 0.1046], [-3.7529, 1.2930, -0.4057], [1.5023, 5.3932, -0.7128], [-1.2424, 3.0508, -0.6691], [4.4969, 2.6987, -0.1392], [3.9360, -0.5227, -2.9551], [5.3642, 1.3818, -2.1128], [1.6971, 1.1152, 3.8598], [0.2992, 3.3291, 2.8711], [1.8015, -1.5300, -3.1220], [1.6576, -2.1480, -1.4698], [1.7532, 6.2150, -0.1411], [3.0912, 2.6857, 1.8243], [-0.9369, -2.5400, -2.5947], [-0.3664, -0.0846, -3.8169], [-1.7406, 0.4765, 2.2680], [-3.9572, -0.3210, 3.1489], [-6.0331, 0.0919, 1.8007], [-5.9018, 1.0480, -0.5019], [-3.6607, 1.7235, -1.4072], [-1.0400, 2.0253, -0.1677], [-1.7505, 3.6341, -0.0730], [-0.4841, 3.5234, -1.0539], [1.9314, 5.6039, -1.5734], [-1.5787, 1.0108, -0.2686], [2.0376, 2.0143, 4.3923], [1.0880, 0.5097, 4.5393], [2.5611, 0.4987, 3.5831], [1.0402, 3.7889, 3.5489], [0.0889, 4.0376, 2.0526], [-0.6394, 3.2410, 3.4457], [-0.1171, -0.8126, -4.6015], [-1.3761, 0.3089, -3.9834], [0.3346, 0.7575, -3.8537], [-0.6935, -2.7877, -3.6351], [-0.5209, -3.3009, -1.9276], [-2.0245, -2.5418, -2.4592], [-1.2133, -6.9042, -0.2141], [-0.6715, -5.7348, 0.1816], [0.6833, -5.4816, -0.0581], [1.4260, -6.3700, -0.7581], [1.2513, -4.2973, 0.3857], [2.5241, -3.9833, 0.0276], [0.5215, -3.3342, 1.1284], [1.3414, -2.0526, 1.9222], [-0.8737, -3.5565, 1.1776], [-1.6840, -2.4563, 1.4252], [-1.4632, -4.7562, 0.8007], [-2.7829, -4.9887, 0.9865]], "lowdin_spin": [0.000, 0.011, 0.018, 0.005, 0.000, 0.004, 0.003, 0.041, 0.131, 0.021, 0.001, 0.133, 0.020, 0.005, 0.011, 0.005, 0.031, 0.015, 0.169, 0.000, 0.000, 0.000, 0.011, 0.009, 0.000, 0.000, 0.001, 0.000, 0.004, 0.006, 0.001, 0.001, 0.001, 0.001, 0.007, 0.157, 0.042, 0.032, 0.001, 0.083, 0.002, 0.000, 0.000, 0.000, 0.007, 0.001, 0.000, 0.002, 0.003, 0.001, 0.000, 0.000, 0.000, 0.000, 0.000, 0.000, 0.000, 0.000, 0.001, 0.002, 0.000, 0.001, 0.000, 0.000], "charge": 0, "lumo_energy_ev": [0.10, -0.31], "multiplicity": 2, "s_squared": 0.753, "e_homo_ev": [-4.84, -5.94]}



(6)
{"formula": "C8H10AlN2", "method": "ωB97M-V/def2-TZVPD", "species": ["C", "C", "C", "C", "C", "Al", "N", "C", "C", "H", "H", "H", "H", "H", "H", "H", "H", "H", "H", "N", "C"], "xyz": [[1.0804, -2.0281, 0.0537], [-0.1981, -2.2887, 0.6507], [-0.3055, -1.5079, 1.8654], [0.9201, -0.7595, 2.0154], [1.7800, -1.0733, 0.8845], [0.0070, -0.1042, 0.1972], [0.4471, 0.3909, -1.5886], [-0.9478, 0.3616, -2.0518], [-1.6664, -0.5020, -1.0419], [-1.1229, -1.5564, 2.5931], [-0.9175, -3.0475, 0.3254], [1.2054, -0.1666, 2.8855], [2.8331, -0.7888, 0.7890], [1.5102, -2.5551, -0.8019], [-1.8729, -1.4930, -1.3962], [-0.9600, -0.1273, -3.0320], [1.1158, 1.0220, -2.0382], [-2.5680, -0.1436, -0.5971], [-1.5151, 1.3069, -2.0872], [0.2519, 3.1282, 0.5214], [0.1073, 1.9678, 0.4857]], "lowdin_charge": [-0.127, -0.150, -0.139, -0.154, -0.136, -0.039, -0.104, -0.425, -0.191, 0.110, 0.112, 0.113, 0.116, 0.114, 0.021, 0.068, 0.033, 0.010, 0.078, -0.055, -0.254], "charge": -1, "lumo_energy_ev": 3.40, "e_homo_ev": -3.06}



Q: What is the formula in the fourth record?
A: C4H6F3N